Record 1
{"formula": "C24H33N2O3", "method": "ωB97M-V/def2-TZVPD", "elements": ["C", "O", "C", "C", "C", "C", "C", "C", "N", "C", "C", "C", "C", "N", "C", "C", "C", "C", "C", "C", "C", "C", "C", "C", "O", "C", "C", "O", "C", "H", "H", "H", "H", "H", "H", "H", "H", "H", "H", "H", "H", "H", "H", "H", "H", "H", "H", "H", "H", "H", "H", "H", "H", "H", "H", "H", "H", "H", "H", "H", "H", "H"], "xyz": [[-0.604, -4.850, 0.836], [-0.839, -3.621, 1.498], [-1.580, -2.644, 0.908], [-2.184, -1.754, 1.789], [-2.926, -0.680, 1.341], [-3.083, -0.466, -0.019], [-3.919, 0.677, -0.535], [-3.490, 2.032, 0.022], [-2.176, 2.504, -0.476], [-2.282, 3.038, -1.840], [-1.602, 3.502, 0.459], [-0.777, 2.850, 1.570], [0.684, 2.574, 1.156], [1.016, 1.175, 1.014], [2.016, 0.537, 1.849], [2.484, -0.677, 1.022], [3.757, -0.364, 0.273], [3.770, 0.560, -0.766], [4.949, 0.859, -1.426], [6.130, 0.239, -1.056], [6.127, -0.682, -0.023], [4.947, -0.979, 0.637], [1.293, -0.928, 0.086], [0.568, 0.386, 0.035], [-0.312, 0.702, -0.771], [-2.482, -1.344, -0.909], [-1.725, -2.427, -0.479], [-1.077, -3.275, -1.328], [-1.245, -3.114, -2.717], [0.149, -4.752, 0.053], [-0.240, -5.524, 1.611], [-1.523, -5.253, 0.408], [-2.060, -1.940, 2.844], [-3.408, -0.038, 2.064], [-3.905, 0.682, -1.625], [-4.956, 0.522, -0.227], [-3.433, 1.957, 1.108], [-4.235, 2.793, -0.230], [-1.461, 1.681, -0.538], [-1.290, 3.259, -2.229], [-2.885, 3.946, -1.848], [-2.742, 2.300, -2.491], [-0.966, 4.187, -0.105], [-2.420, 4.088, 0.884], [-0.778, 3.522, 2.428], [-1.241, 1.915, 1.889], [1.362, 2.983, 1.905], [0.899, 3.077, 0.206], [1.563, 0.228, 2.798], [2.838, 1.225, 2.057], [2.659, -1.535, 1.672], [2.855, 1.047, -1.071], [4.944, 1.577, -2.233], [7.048, 0.472, -1.573], [7.043, -1.171, 0.270], [4.951, -1.699, 1.443], [0.619, -1.679, 0.497], [1.589, -1.251, -0.911], [-2.601, -1.171, -1.966], [-0.664, -3.915, -3.172], [-2.293, -3.217, -3.011], [-0.858, -2.149, -3.057]], "energy_ha": -1269.35608, "homo_energy_ha": -0.3920, "total_charge": 1, "lumo_ev": -1.940, "relative_energy_kj_mol": 113.25, "gap_ha": 0.3207, "smiles": "COc1ccc(CC[N@@H+](C)CCCN2C[C@H](c3ccccc3)CC2=O)cc1OC"}

Record 2
{"formula": "C49H46BCrFN12O4", "method": "ωB97M-V/def2-TZVPD", "elements": ["Cr", "C", "C", "C", "C", "N", "N", "B", "N", "N", "C", "C", "C", "C", "C", "C", "C", "C", "C", "C", "N", "N", "C", "C", "C", "C", "C", "C", "C", "C", "C", "C", "C", "C", "C", "C", "C", "C", "H", "H", "H", "H", "H", "H", "H", "H", "H", "H", "H", "H", "H", "H", "H", "H", "H", "H", "H", "H", "H", "H", "H", "H", "H", "H", "H", "H", "C", "C", "N", "C", "C", "C", "O", "O", "C", "O", "C", "C", "C", "F", "C", "C", "C", "N", "C", "C", "N", "C", "C", "H", "H", "H", "H", "H", "H", "H", "H", "H", "H", "H", "H", "H", "H", "H", "H", "H", "H", "O", "N", "C", "C", "N", "C", "N"], "xyz": [[-1.372, 0.190, 1.247], [-6.309, -1.249, 3.215], [-4.858, -1.483, 2.953], [-4.084, -2.579, 3.253], [-2.786, -2.272, 2.812], [-2.794, -1.054, 2.257], [-4.057, -0.578, 2.365], [-4.340, 0.877, 1.985], [-3.352, 1.786, 2.759], [-2.012, 1.698, 2.557], [-1.423, 2.523, 3.418], [-2.399, 3.154, 4.199], [-3.608, 2.662, 3.748], [-4.987, 2.979, 4.219], [0.040, 2.693, 3.506], [0.683, 2.461, 4.717], [2.056, 2.613, 4.820], [2.797, 3.004, 3.715], [2.159, 3.248, 2.507], [0.785, 3.098, 2.403], [-4.113, 1.090, 0.478], [-2.847, 1.153, -0.012], [-2.944, 1.647, -1.245], [-4.291, 1.840, -1.577], [-5.000, 1.487, -0.449], [-6.471, 1.534, -0.206], [-1.834, 2.169, -2.061], [-1.732, 1.847, -3.411], [-0.823, 2.510, -4.220], [-0.013, 3.503, -3.688], [-0.102, 3.820, -2.340], [-1.009, 3.156, -1.530], [-1.612, -3.132, 3.084], [-0.572, -3.360, 2.190], [0.484, -4.186, 2.537], [0.525, -4.800, 3.780], [-0.511, -4.586, 4.677], [-1.569, -3.762, 4.329], [-6.728, -2.118, 3.718], [-6.465, -0.375, 3.848], [-6.862, -1.089, 2.289], [-4.408, -3.492, 3.721], [-5.463, 1.161, 2.273], [-2.238, 3.884, 4.973], [-4.934, 3.703, 5.031], [-5.595, 3.403, 3.419], [-5.495, 2.088, 4.587], [0.107, 2.116, 5.566], [2.551, 2.397, 5.758], [3.872, 3.108, 3.792], [2.732, 3.545, 1.637], [0.289, 3.270, 1.459], [-4.676, 2.250, -2.494], [-6.978, 1.840, -1.120], [-6.856, 0.558, 0.091], [-6.723, 2.243, 0.582], [-2.365, 1.070, -3.823], [-0.738, 2.238, -5.264], [0.698, 4.020, -4.321], [0.536, 4.586, -1.918], [-1.096, 3.403, -0.480], [-0.597, -2.913, 1.211], [1.278, -4.354, 1.820], [1.356, -5.440, 4.048], [-0.492, -5.051, 5.654], [-2.357, -3.576, 5.048], [5.080, -2.955, 0.215], [5.142, -1.452, 0.463], [3.841, -0.813, 0.383], [3.073, -0.763, 1.515], [1.833, -0.231, 1.539], [1.052, -0.417, 2.803], [1.619, -0.631, 3.860], [-0.236, -0.422, 2.661], [1.288, 0.370, 0.358], [0.130, 1.012, 0.359], [2.031, 0.235, -0.836], [1.522, 0.707, -2.074], [2.207, 0.437, -3.228], [1.733, 0.900, -4.420], [3.377, -0.304, -3.261], [3.943, -0.706, -2.035], [3.301, -0.429, -0.841], [3.989, -0.689, -4.501], [4.651, 0.390, -5.203], [5.533, -0.182, -6.297], [4.676, -1.019, -7.211], [3.957, -2.112, -6.455], [3.121, -1.449, -5.384], [6.078, -3.393, 0.265], [4.650, -3.177, -0.762], [4.456, -3.434, 0.970], [5.812, -0.960, -0.244], [5.537, -1.256, 1.461], [3.492, -1.197, 2.413], [0.576, 1.222, -2.094], [4.847, -1.295, -2.069], [5.275, 0.946, -4.504], [3.934, 1.103, -5.647], [6.286, -0.851, -5.882], [6.006, 0.589, -6.902], [5.234, -1.409, -7.968], [3.967, -0.413, -7.632], [4.727, -2.752, -6.027], [3.355, -2.667, -7.172], [2.593, -2.208, -4.810], [2.346, -0.830, -5.862], [-1.214, -1.333, -0.045], [-1.027, -1.042, -1.287], [-0.653, -2.044, -2.038], [-0.370, -3.354, -1.529], [-0.118, -4.410, -1.149], [-0.454, -1.806, -3.434], [-0.253, -1.681, -4.560]], "energy_ha": -4022.17778, "homo_energy_ha": [-0.1619, -0.2714], "total_charge": 0, "lumo_ev": [-1.155, -1.161], "gap_ha": [0.1194, 0.2287], "multiplicity": 5, "s_squared": 6.05}

Record 3
{"formula": "C4H13NO2", "method": "ωB97M-V/def2-TZVPD", "elements": ["C", "N", "C", "C", "C", "O", "H", "H", "H", "H", "H", "H", "H", "H", "H", "H", "H", "O", "H", "H"], "xyz": [[0.532, 1.508, -1.037], [-0.075, 0.172, -1.135], [0.122, -0.776, -0.016], [1.495, -1.411, -0.044], [-0.186, -0.093, 1.320], [0.460, -0.790, 2.395], [0.671, 1.915, -2.029], [-0.140, 2.195, -0.516], [1.457, 1.521, -0.454], [0.341, -0.294, -1.928], [-0.663, -1.509, -0.187], [1.564, -2.166, 0.736], [1.710, -1.852, -1.018], [2.238, -0.646, 0.195], [-1.250, 0.011, 1.490], [0.249, 0.901, 1.285], [-0.178, -0.871, 3.107], [-2.855, 0.574, -0.372], [-1.977, 0.788, -0.766], [-3.516, 0.822, -1.025]], "energy_ha": -365.41169, "homo_energy_ha": -0.3357, "total_charge": 0, "lumo_ev": 0.894, "relative_energy_kj_mol": 80.86, "gap_ha": 0.3685, "smiles": "CN[C@@H](C)CO.O"}